[1]
{"formula": "C24H55N7O9P", "method": "wB97M-V/def2-TZVPD", "species": ["C", "C", "C", "O", "O", "C", "C", "N", "P", "C", "O", "H", "H", "H", "H", "H", "H", "H", "H", "H", "H", "H", "H", "H", "C", "O", "N", "C", "C", "H", "H", "H", "H", "H", "H", "H", "C", "O", "N", "C", "C", "H", "H", "H", "H", "H", "H", "H", "C", "O", "N", "C", "C", "H", "H", "H", "H", "H", "H", "H", "C", "O", "N", "C", "C", "H", "H", "H", "H", "H", "H", "H", "C", "O", "N", "C", "C", "H", "H", "H", "H", "H", "H", "H", "C", "O", "N", "C", "C", "H", "H", "H", "H", "H", "H", "H"], "coordinates": [[-1.87, -0.51, 1.02], [-1.16, -2.00, 0.81], [-2.33, -3.18, 0.61], [-2.79, -3.28, -0.67], [-2.80, -4.07, 1.67], [-3.95, -3.50, 2.41], [-5.18, -2.98, 1.47], [-6.46, -2.64, 2.21], [-7.32, -1.53, 1.06], [-6.53, 0.22, 1.23], [-6.98, -2.10, -0.58], [-1.10, 0.19, 1.56], [-2.89, -0.62, 1.61], [-2.17, -0.02, -0.03], [-0.61, -1.92, -0.25], [-0.40, -2.25, 1.66], [-3.54, -2.67, 3.17], [-4.40, -4.35, 3.12], [-4.83, -1.98, 0.94], [-5.44, -3.82, 0.70], [-7.09, 1.06, 0.64], [-5.42, 0.15, 0.85], [-6.49, 0.52, 2.37], [-7.62, -1.57, -1.16], [1.39, 0.53, 1.08], [0.92, 1.61, 1.43], [2.56, -0.02, 1.56], [3.05, -1.30, 1.10], [3.32, 0.70, 2.56], [0.89, -0.10, 0.33], [3.12, -1.98, 1.95], [4.04, -1.16, 0.66], [2.38, -1.73, 0.35], [2.69, 0.86, 3.44], [3.60, 1.67, 2.15], [4.21, 0.14, 2.84], [5.07, -2.34, -2.10], [4.49, -2.28, -1.02], [6.44, -2.36, -2.28], [7.04, -2.43, -3.59], [7.29, -2.32, -1.11], [4.51, -2.38, -3.05], [7.65, -3.34, -3.65], [7.68, -1.55, -3.73], [6.28, -2.46, -4.38], [7.07, -3.18, -0.47], [7.09, -1.40, -0.55], [8.35, -2.35, -1.40], [6.07, 3.56, 2.95], [6.10, 3.17, 1.79], [5.45, 4.71, 3.39], [5.45, 5.10, 4.79], [4.78, 5.56, 2.43], [6.55, 2.99, 3.76], [4.42, 5.17, 5.14], [5.94, 6.08, 4.88], [5.99, 4.37, 5.40], [3.99, 4.98, 1.94], [5.50, 5.89, 1.68], [4.34, 6.43, 2.93], [-6.33, -0.90, -4.02], [-6.91, -0.84, -2.94], [-4.96, -0.92, -4.20], [-4.36, -0.99, -5.51], [-4.11, -0.88, -3.03], [-6.89, -0.94, -4.97], [-3.75, -1.90, -5.57], [-3.72, -0.11, -5.65], [-5.12, -1.02, -6.30], [-4.33, -1.74, -2.39], [-4.31, 0.04, -2.47], [-3.05, -0.91, -3.32], [11.15, 2.72, -0.49], [11.22, 1.65, -1.08], [10.01, 3.23, 0.10], [10.00, 4.51, 0.78], [8.78, 2.47, 0.03], [12.02, 3.38, -0.38], [9.70, 4.36, 1.82], [9.28, 5.17, 0.28], [10.99, 4.98, 0.76], [8.93, 1.50, 0.50], [8.52, 2.31, -1.03], [7.96, 3.01, 0.53], [-10.01, -0.73, -1.28], [-9.16, -0.40, -0.48], [-11.29, -1.14, -0.97], [-12.25, -1.52, -1.98], [-11.69, -1.19, 0.42], [-9.81, -0.73, -2.37], [-13.12, -0.87, -1.91], [-12.55, -2.56, -1.81], [-11.82, -1.44, -2.99], [-11.59, -0.19, 0.86], [-11.02, -1.88, 0.96], [-12.72, -1.53, 0.52]], "charge": -1, "e_homo_ev": -1.76, "lumo_ha": 0.0551, "orbital_gap_ev": 3.3}

[2]
{"formula": "C31H36F2N4RbS", "method": "wB97M-V/def2-TZVPD", "species": ["Rb", "C", "C", "C", "C", "C", "C", "H", "H", "H", "H", "H", "H", "C", "C", "C", "C", "C", "C", "C", "C", "S", "C", "N", "C", "C", "C", "C", "C", "C", "C", "C", "H", "H", "H", "H", "H", "H", "H", "H", "H", "H", "H", "H", "H", "H", "H", "H", "F", "C", "F", "H", "C", "C", "N", "C", "N", "C", "C", "C", "N", "C", "H", "H", "H", "H", "H", "H", "H", "H", "H", "H", "H", "H", "H"], "coordinates": [[0.22, 0.14, 0.77], [-2.53, 2.37, -0.29], [-3.00, 1.17, -0.83], [-2.45, 0.67, -2.00], [-1.42, 1.36, -2.64], [-0.96, 2.56, -2.11], [-1.51, 3.07, -0.94], [-2.93, 2.73, 0.65], [-3.77, 0.61, -0.31], [-2.78, -0.28, -2.39], [-0.95, 0.95, -3.52], [-0.15, 3.09, -2.59], [-1.13, 3.98, -0.51], [1.51, -4.82, 5.57], [0.73, -4.76, 4.25], [0.10, -6.13, 3.97], [-0.39, -3.73, 4.42], [1.69, -4.40, 3.11], [2.82, -5.20, 2.86], [3.75, -4.88, 1.87], [3.53, -3.74, 1.10], [4.48, -3.01, -0.16], [3.26, -1.69, -0.30], [2.27, -1.86, 0.50], [2.39, -2.97, 1.31], [1.48, -3.29, 2.31], [3.43, -0.58, -1.27], [4.61, -0.54, -2.02], [4.82, 0.47, -2.94], [3.82, 1.43, -3.10], [2.66, 1.37, -2.33], [2.38, 0.37, -1.37], [0.85, -5.15, 6.38], [1.91, -3.84, 5.83], [2.35, -5.52, 5.52], [-0.61, -6.38, 4.77], [0.85, -6.92, 3.93], [-0.44, -6.12, 3.02], [-1.01, -4.01, 5.27], [-1.03, -3.67, 3.53], [0.00, -2.72, 4.60], [3.00, -6.08, 3.46], [4.62, -5.50, 1.72], [0.65, -2.62, 2.47], [5.39, -1.29, -1.88], [5.73, 0.51, -3.53], [3.96, 2.23, -3.83], [1.92, 2.15, -2.49], [-1.23, 1.30, 3.06], [-0.62, 0.10, 3.67], [0.77, 0.29, 3.24], [-0.54, 0.43, 4.71], [-4.92, -1.72, 2.95], [-3.77, -0.73, 3.00], [-3.01, -0.85, 1.77], [-2.73, -2.07, 1.18], [-1.86, -2.10, 0.24], [-1.62, -3.35, -0.44], [-1.75, -4.54, 0.51], [-3.12, -4.51, 1.16], [-3.48, -3.16, 1.60], [-4.34, -3.11, 2.77], [-5.57, -1.49, 2.11], [-5.51, -1.68, 3.87], [-3.13, -0.93, 3.87], [-4.13, 0.29, 3.08], [-2.20, -0.25, 1.76], [-0.62, -3.33, -0.87], [-2.32, -3.48, -1.27], [-0.96, -4.45, 1.26], [-1.61, -5.49, -0.01], [-3.13, -5.17, 2.03], [-3.87, -4.88, 0.46], [-3.78, -3.39, 3.67], [-5.13, -3.85, 2.64]], "charge": -1, "relative_energy_kcal_mol": 2.1, "e_homo_ev": -3.79, "lumo_ha": 0.0827, "orbital_gap_ev": 6.0}

[3]
{"formula": "C5H9N", "method": "wB97M-V/def2-TZVPD", "species": ["C", "N", "C", "C", "C", "C", "H", "H", "H", "H", "H", "H", "H", "H", "H"], "coordinates": [[0.81, -2.20, 0.34], [-0.17, -1.19, -0.21], [0.27, 0.07, -0.24], [1.42, 0.73, 0.28], [-1.95, 1.15, -0.31], [-0.41, 1.25, -0.42], [1.84, -1.83, 0.37], [0.90, -3.12, -0.34], [0.50, -2.67, 1.29], [-2.46, 2.04, -0.72], [1.78, 0.82, 1.30], [1.90, 1.42, -0.34], [-2.23, 0.32, -0.92], [-2.20, 1.01, 0.80], [-0.01, 2.19, -0.85]], "charge": 0, "relative_energy_kcal_mol": 97.8, "e_homo_ev": -7.96, "lumo_ha": -0.0033, "orbital_gap_ev": 7.9}

[4]
{"formula": "C20H8Br4ClI2N2O3SbSe4V", "method": "wB97M-V/def2-TZVPD", "species": ["V", "Cl", "C", "C", "C", "I", "C", "O", "C", "N", "C", "C", "C", "C", "H", "H", "H", "H", "Br", "C", "C", "Br", "C", "Br", "C", "O", "C", "O", "C", "Br", "Se", "Sb", "Se", "Se", "Se", "I", "C", "C", "C", "C", "C", "N", "H", "H", "H", "H"], "coordinates": [[-0.15, -0.03, -1.19], [1.47, -4.43, 3.48], [1.06, -2.99, 2.58], [1.43, -1.78, 3.07], [1.06, -0.57, 2.42], [1.50, 1.23, 3.35], [0.35, -0.60, 1.25], [-0.15, 0.44, 0.59], [-0.02, -1.90, 0.74], [-0.79, -1.85, -0.39], [-1.29, -2.93, -0.87], [-1.05, -4.19, -0.27], [-0.27, -4.28, 0.84], [0.27, -3.10, 1.40], [1.99, -1.73, 4.00], [-1.92, -2.82, -1.75], [-1.49, -5.07, -0.72], [-0.06, -5.24, 1.30], [5.14, 0.10, 1.48], [3.75, -0.29, 0.27], [3.50, -1.63, -0.11], [4.48, -3.04, 0.69], [2.54, -1.93, -1.06], [2.31, -3.65, -1.74], [1.73, -0.90, -1.57], [0.70, -1.05, -2.42], [1.93, 0.47, -1.11], [1.03, 1.35, -1.57], [3.01, 0.76, -0.26], [3.38, 2.56, 0.08], [-4.57, -1.93, -3.44], [-4.36, 0.41, -2.73], [-1.97, 0.29, -1.97], [-5.08, 1.71, -4.69], [-5.97, 0.84, -0.93], [-1.47, 3.46, -3.06], [-1.73, 3.40, -0.98], [-0.78, 3.93, -0.12], [-1.00, 3.75, 1.24], [-2.13, 3.07, 1.66], [-3.03, 2.62, 0.71], [-2.82, 2.80, -0.59], [0.11, 4.42, -0.49], [-0.27, 4.13, 1.95], [-2.30, 2.88, 2.72], [-3.96, 2.12, 0.95]], "charge": -2, "relative_energy_kcal_mol": 0.0, "e_homo_ev": [-1.36, -1.36], "spin_multiplicity": 2, "s_squared": 0.7919, "lumo_ha": [0.1163, 0.1162], "orbital_gap_ev": [4.5, 4.5]}

Number 1: E -63921.9260 eV. Number 2: E -55617.8165 eV. Number 3: E -6816.7543 eV. Number 4: E -632499.8818 eV.